# 1
{
  "formula": "C3H7NO4",
  "method": "ωB97M-V with the def2-TZVPD basis set",
  "gap_ev": 9.8,
  "fmax_ev_per_a": 2.3,
  "e_above_lowest_ev": 3.8123,
  "total_charge": 0,
  "smiles": "O=C(O)NO.C=CO",
  "e_homo_ev": -9.207,
  "elements": ["O", "C", "C", "H", "H", "H", "O", "O", "H", "H", "H", "C", "O", "H", "N"],
  "xyz": [[0.37697, 0.42633, 1.38933], [-1.87082, -0.38093, 1.86584], [1.01254, -0.60775, -1.47552], [-2.73051, -0.27777, 2.50046], [-1.05791, 1.52760, 2.29074], [-1.74999, -1.31615, 1.34331], [0.45172, -1.31432, -0.66688], [0.14700, 1.74241, -1.07632], [0.29428, 1.57576, -0.11435], [0.78531, 0.94864, -2.74218], [2.15960, -2.00188, -2.08099], [-0.95867, 0.57472, 1.78991], [1.96330, -1.07965, -2.30400], [0.48783, -0.48810, 1.05361], [0.68936, 0.67109, -1.77295]]
}

=====

# 2
{
  "formula": "C2H4OS",
  "method": "ωB97M-V with the def2-TZVPD basis set",
  "gap_ev": 8.5,
  "fmax_ev_per_a": 7.5,
  "e_above_lowest_ev": 3.0483,
  "total_charge": 0,
  "smiles": "C=COS",
  "e_homo_ev": -8.240,
  "elements": ["C", "H", "H", "H", "S", "C", "O", "H"],
  "xyz": [[0.36241, 1.49879, 0.38832], [-0.22569, -0.43512, 1.43870], [0.57277, 2.03680, 1.27461], [-0.75068, -2.01740, -1.82656], [-0.49639, -2.29157, -0.58969], [-0.01315, 0.04014, 0.52334], [-0.16557, -0.67290, -0.62857], [0.71629, 1.84127, -0.58016]]
}

=====

# 3
{
  "formula": "C17H27FLaNO2P2",
  "method": "ωB97M-V with the def2-TZVPD basis set",
  "gap_ev": 5.5,
  "fmax_ev_per_a": 5.1,
  "e_above_lowest_ev": 5.8961,
  "total_charge": 2,
  "e_homo_ev": -13.852,
  "elements": ["C", "H", "H", "F", "C", "C", "H", "H", "P", "H", "H", "La", "C", "H", "H", "C", "H", "H", "P", "H", "H", "H", "O", "H", "C", "C", "C", "H", "H", "H", "C", "C", "H", "C", "H", "C", "C", "H", "C", "H", "H", "H", "H", "H", "C", "H", "C", "C", "H", "O", "N"],
  "xyz": [[2.75347, 2.76600, -1.92642], [3.31415, 3.54077, -2.46747], [0.45239, 2.78850, 1.61178], [-6.28454, -0.33653, 1.28248], [2.42504, 2.94434, -0.58303], [-4.93425, -0.43079, 1.03418], [-2.49627, 0.55461, -2.79697], [1.68363, -1.66544, -1.52862], [-0.63563, -0.94958, -2.32747], [-0.73786, 1.96238, 3.59228], [1.47117, -0.84617, -3.42246], [0.12660, -1.06793, 0.27065], [0.07620, 1.30383, 3.92589], [2.79866, -3.09510, -1.10490], [-0.37601, 0.48544, 4.50238], [1.73950, 1.94981, 0.09524], [-0.94324, -1.82526, -4.57722], [-5.09320, -2.46161, 0.33126], [0.94577, 0.58800, 2.49428], [2.52412, -0.57606, 3.93296], [0.79222, -2.57617, 1.40561], [-0.95700, 1.43904, -2.74464], [1.85317, -2.54480, 1.57309], [-1.98083, -2.66125, -3.38554], [-0.97862, -2.23881, -3.55752], [1.34859, 2.13953, 1.55013], [1.63374, 0.61763, -1.86440], [-2.64365, -2.63257, -0.15260], [-1.37078, 0.45641, -4.18423], [3.31535, -0.00165, 2.42736], [-3.04944, -1.70550, 0.26928], [2.33866, 1.59483, -2.56577], [2.95599, 1.14292, 3.74452], [1.16622, -0.67995, -2.39309], [2.18387, -3.21046, 2.20516], [-2.74729, 0.56267, 1.04958], [-1.43276, 0.50807, -3.08466], [-0.24424, -3.04982, -3.46256], [-4.12771, 0.67044, 1.30056], [2.69588, 3.85200, -0.04173], [-2.10106, 1.41930, 1.26489], [2.57959, 1.42125, -3.61731], [2.15335, 2.67116, 2.08955], [2.14881, -2.67539, 0.64297], [-2.22534, -0.61768, 0.54036], [-4.56327, 1.58368, 1.69852], [2.58904, 0.25192, 3.21269], [-4.43101, -1.62017, 0.52493], [0.74450, 1.87123, 4.59088], [2.16738, -2.40549, -0.85248], [1.37691, 0.78841, -0.52238]]
}

=====

# 4
{
  "formula": "C4H6N2O",
  "method": "ωB97M-V with the def2-TZVPD basis set",
  "gap_ev": 7.8,
  "fmax_ev_per_a": 1.1,
  "e_above_lowest_ev": 3.4254,
  "total_charge": 0,
  "e_homo_ev": -7.210,
  "elements": ["N", "C", "C", "N", "H", "H", "H", "H", "C", "H", "C", "H", "O"],
  "xyz": [[-1.23762, 0.89386, -0.02280], [-0.00808, 0.85602, -0.49539], [-0.39758, -1.08433, 0.72091], [1.61363, -0.70851, -0.92051], [1.04409, 0.23818, 1.07917], [2.36253, -1.26544, -0.50381], [-0.28005, -2.06044, 1.17369], [-2.44175, -0.45502, 1.19321], [0.72990, -0.30052, 0.08051], [-1.89144, 1.65085, -0.14478], [-1.47701, -0.30780, 0.73941], [1.41989, 0.95529, -1.52893], [0.56347, 1.58785, -1.37069]]
}

=====

# 5
{
  "formula": "C32H28N7ORbS",
  "method": "ωB97M-V with the def2-TZVPD basis set",
  "gap_ev": 6.2,
  "fmax_ev_per_a": 0.2,
  "e_above_lowest_ev": 0.0000,
  "total_charge": 0,
  "e_homo_ev": -6.411,
  "elements": ["N", "H", "C", "H", "H", "H", "C", "C", "H", "C", "H", "N", "N", "C", "C", "H", "N", "C", "H", "C", "C", "C", "H", "H", "H", "O", "C", "H", "C", "C", "N", "H", "Rb", "S", "H", "C", "H", "C", "C", "H", "H", "C", "H", "C", "C", "C", "H", "C", "C", "C", "C", "H", "C", "H", "C", "C", "H", "N", "C", "H", "C", "C", "H", "H", "C", "H", "H", "H", "N", "C"],
  "xyz": [[3.00035, 1.12997, -0.60337], [-1.85587, 4.03041, -0.52277], [4.02462, 0.61345, -1.28241], [-2.73603, 3.82496, 4.05665], [-3.41829, 2.79698, 0.97546], [4.62835, 3.62163, 0.93013], [-2.22978, 3.05396, -0.80104], [-0.94399, 4.38054, 2.97855], [-4.65908, -2.07364, -4.75416], [5.31746, 1.10181, -1.22059], [1.03048, -4.42498, 2.39622], [-2.60031, -0.69843, -3.77499], [-0.78344, 0.32171, 1.89797], [3.24258, 2.18178, 0.18087], [-3.04238, -1.98028, -7.73322], [2.39422, -2.28530, 2.59557], [-0.92026, 0.91922, -4.18353], [-3.10803, 2.37384, 0.03174], [-1.15411, 2.93366, -2.67823], [-2.76318, -1.14749, -5.09831], [0.24529, -3.76006, 2.02672], [-3.55775, 1.12230, -0.35658], [-2.63156, 1.47691, 3.51511], [-1.16828, -0.97886, -8.07471], [-3.14586, -2.30700, -8.75890], [0.55895, -2.62240, -0.03828], [-1.61640, -0.89106, 3.86306], [1.32973, -0.93838, 2.14881], [0.87101, -2.72640, 1.13420], [4.50905, 2.75991, 0.28885], [1.25884, 2.01965, 1.19236], [6.55384, 2.62570, -0.33813], [0.22890, 0.10258, -0.74833], [-0.32545, -0.00010, -5.48422], [0.86962, 4.55559, 1.86725], [-0.81337, 1.58134, 2.32350], [-2.26803, -1.40510, 0.58202], [-2.32339, -1.52359, 1.65966], [-3.09820, -2.77376, 3.56948], [-3.67647, -3.58621, 3.98953], [-3.62119, -3.21726, 1.53492], [-3.06891, -2.56143, 2.19750], [-4.88925, -2.85799, -7.08928], [-1.83813, 2.45723, -1.99029], [-1.85278, 2.13441, 3.15316], [-1.91112, 0.46449, -3.51722], [-1.03181, -0.25255, 4.51469], [-1.59076, -0.64976, 2.47982], [-2.34441, 1.19951, -2.28887], [-2.35866, -1.93417, 4.39423], [-3.88979, -1.85419, -5.48498], [-1.01554, 5.43265, 3.21748], [0.09183, 3.89715, 2.23039], [-3.35429, -0.86412, -3.12089], [-1.92984, -1.24031, -7.35063], [-4.01727, -2.28756, -6.79862], [6.10319, 0.63615, -1.79852], [2.21303, 2.79881, 0.92844], [-1.91219, 3.46449, 3.45008], [-4.22906, 0.55430, 0.27653], [1.87783, -1.80745, 1.76422], [0.19459, 2.52738, 1.90845], [-0.50938, -4.33188, 1.49504], [-2.35440, -2.09553, 5.46574], [5.55895, 2.20601, -0.41310], [2.59452, -1.45684, 1.02211], [-0.20476, -3.26943, 2.89414], [3.79647, -0.23842, -1.91577], [-3.18972, 0.53886, -1.49488], [-1.77407, -0.85160, -6.03096]]
}

=====

# 6
{
  "formula": "C5H7NO",
  "method": "ωB97M-V with the def2-TZVPD basis set",
  "gap_ev": 9.3,
  "fmax_ev_per_a": 0.4,
  "e_above_lowest_ev": 0.0139,
  "total_charge": 0,
  "smiles": "CC1=CNC(=O)C1",
  "e_homo_ev": -8.416,
  "elements": ["C", "N", "C", "H", "H", "H", "H", "H", "H", "H", "C", "O", "C", "C"],
  "xyz": [[0.49131, 1.01888, 0.48141], [1.68566, 0.29751, 0.67195], [1.57319, -0.97951, 0.15851], [-0.01597, -1.56517, -1.20550], [-1.99540, 1.73874, -0.28225], [2.58269, 0.70473, 0.88172], [0.44889, 2.06669, 0.75634], [-2.62259, 0.13789, 0.15260], [-0.35140, -1.85353, 0.50173], [-2.03938, 0.43968, -1.48474], [0.09449, -1.13827, -0.20314], [2.47252, -1.78191, 0.03494], [-0.47079, 0.25153, -0.03692], [-1.85321, 0.66275, -0.42666]]
}